1.
C3H4NO2 | wB97M-V/def2-TZVPD

Geometry as XYZ:
```
10
Properties=species:S:1:pos:R:3:nbo_charge:R:1
C -0.273 1.745 -0.026 0.061
C -0.152 0.097 -0.251 0.465
C 0.881 0.778 1.630 0.547
N -0.380 -1.349 -0.815 -0.788
O 0.472 1.927 1.066 -0.324
O 0.579 -0.229 0.874 -0.378
H -0.460 2.594 -0.768 0.300
H 0.292 -1.893 -0.289 0.406
H 1.453 0.594 2.521 0.258
H -0.532 -1.709 -1.796 0.452
```

Output
- frontier orbital gap (spin up / spin down) (eV) = 8.83 / 8.83
- LUMO level (spin up / spin down) (Ha) = -0.191 / -0.191
- ΔE to the lowest compared entry with this formula, charge and spin (kJ/mol) = 393.9
- E_tot (eV) = -8748.9062
- 2S+1 = 1
- net charge = +1

=====

2.
C4H9NOS | wB97M-V/def2-TZVPD

Geometry as XYZ:
```
16
Properties=species:S:1:pos:R:3:nbo_charge:R:1
C -1.543 0.615 -0.896 -0.446
C -2.407 0.033 0.213 -0.444
C -0.988 0.632 0.472 -0.089
C 2.710 -0.832 0.172 -0.883
N 0.174 -0.128 0.871 -0.785
O 1.581 1.217 -0.845 -0.964
S 1.232 -0.175 -0.568 1.385
H -1.068 -0.101 -1.663 0.219
H -1.712 1.553 -1.515 0.234
H -3.220 0.626 0.649 0.224
H -2.685 -1.012 0.099 0.225
H -0.925 1.637 0.862 0.215
H 3.439 -0.600 -0.617 0.252
H 2.657 -1.949 0.527 0.236
H 2.950 -0.496 1.205 0.255
H -0.196 -1.020 1.034 0.366
```

Output
- frontier orbital gap (eV) = 9.61
- LUMO level (Ha) = 0.028
- ΔE to the lowest compared entry with this formula, charge and spin (kJ/mol) = 361.4
- E_tot (eV) = -18663.7804
- 2S+1 = 1

=====

3.
C30H42N3O | wB97M-V/def2-TZVPD

Geometry as XYZ:
```
76
Properties=species:S:1:pos:R:3:mulliken_charge:R:1
C 2.284 -0.061 1.961 -1.310
N 0.901 -0.052 1.490 0.319
C 0.226 -1.259 2.017 -0.762
C -1.253 -1.312 1.664 -0.559
C -1.985 -0.056 2.136 -0.874
C -1.251 1.200 1.666 -0.577
C 0.228 1.153 2.025 -0.977
H 2.807 0.830 1.596 0.354
H 2.335 -0.078 3.066 0.493
H 2.797 -0.949 1.574 0.304
H 0.754 -2.143 1.637 0.313
H 0.322 -1.264 3.120 0.430
H -1.368 -1.416 0.579 0.230
H -1.684 -2.207 2.123 0.371
H -3.010 -0.055 1.756 0.369
H -2.041 -0.058 3.232 0.338
H -1.362 1.300 0.580 0.225
H -1.687 2.095 2.122 0.417
H 0.323 1.155 3.129 0.431
H 0.756 2.036 1.640 0.523
C 4.225 -4.845 -5.372 -1.230
N 3.526 -4.372 -4.200 0.637
C 2.982 -5.296 -3.342 -0.053
O 2.925 -6.506 -3.537 -0.658
C 2.511 -4.555 -2.115 0.050
C 3.338 -4.951 -0.892 -1.455
C 4.820 -4.788 -1.143 0.281
C 5.549 -5.834 -1.720 -0.246
C 6.907 -5.683 -2.000 -0.711
C 7.554 -4.479 -1.696 -0.499
C 6.837 -3.444 -1.087 -0.897
C 5.483 -3.611 -0.784 0.248
N 2.679 -3.150 -2.507 0.910
C 2.462 -2.180 -1.596 -1.458
C 2.955 -0.880 -1.683 -0.634
C 2.282 0.214 -1.132 -0.217
C 2.521 1.562 -1.596 0.873
C 1.552 2.578 -1.375 -0.277
C 1.681 3.835 -1.960 -0.724
C 2.789 4.128 -2.772 -0.446
C 3.780 3.158 -2.968 -0.774
C 3.668 1.901 -2.374 -0.233
C 3.232 -2.980 -3.877 -1.333
C 2.322 -2.273 -4.966 1.997
C 1.043 -3.088 -5.146 -1.711
C 3.102 -2.159 -6.274 -1.760
C 1.962 -0.853 -4.559 -1.867
H 4.711 -5.796 -5.125 0.353
H 3.529 -5.030 -6.203 0.376
H 4.984 -4.116 -5.673 0.418
H 1.439 -4.760 -1.966 0.500
H 3.017 -4.364 -0.025 0.559
H 3.112 -6.010 -0.709 0.629
H 5.038 -6.770 -1.961 0.443
H 7.454 -6.508 -2.461 0.414
H 8.614 -4.356 -1.924 0.396
H 7.328 -2.500 -0.841 0.422
H 4.928 -2.819 -0.275 0.407
H 1.849 -2.486 -0.742 1.082
H 3.894 -0.730 -2.231 0.446
H 1.423 0.036 -0.491 0.506
H 0.674 2.330 -0.771 0.325
H 0.909 4.590 -1.797 0.408
H 2.879 5.109 -3.242 0.391
H 4.647 3.382 -3.595 0.396
H 4.460 1.165 -2.524 0.469
H 4.184 -2.416 -3.818 0.677
H 0.484 -3.153 -4.205 0.292
H 0.401 -2.589 -5.885 0.474
H 1.255 -4.099 -5.513 0.318
H 4.095 -1.726 -6.095 0.377
H 3.214 -3.117 -6.790 0.384
H 2.568 -1.490 -6.963 0.445
H 2.861 -0.252 -4.371 0.344
H 1.412 -0.374 -5.383 0.600
H 1.314 -0.827 -3.679 0.275
```

Output
- frontier orbital gap (eV) = 7.13
- LUMO level (Ha) = -0.167
- ΔE to the lowest compared entry with this formula, charge and spin (kJ/mol) = 28.8
- E_tot (eV) = -38303.5834
- 2S+1 = 1
- net charge = +1

=====

4.
C4H7N3O2 | wB97M-V/def2-TZVPD

Geometry as XYZ:
```
16
Properties=species:S:1:pos:R:3:nbo_charge:R:1
C -0.596 -0.534 0.579 0.173
C 0.583 2.738 0.605 0.840
C 0.299 -1.012 -2.426 -0.433
C -1.019 -0.878 1.954 -0.148
N -0.109 -0.178 -0.403 0.020
N 0.989 2.637 -0.531 -0.799
N 0.299 0.058 -1.496 -0.383
O 0.205 3.010 1.661 -0.533
O 0.065 -1.315 2.860 -0.720
H 1.153 -1.735 -2.608 0.192
H -0.512 -1.634 -2.003 0.176
H 0.214 -0.679 -3.434 0.209
H -1.696 -1.678 1.663 0.229
H -1.481 0.012 2.407 0.230
H 0.682 2.179 -1.439 0.467
H 0.922 -0.992 2.613 0.481
```

Output
- frontier orbital gap (eV) = 9.11
- LUMO level (Ha) = 0.021
- ΔE to the lowest compared entry with this formula, charge and spin (kJ/mol) = 494.3
- E_tot (eV) = -12822.4071
- 2S+1 = 1

=====

5.
C4H9N4O3 | wB97M-V/def2-TZVPD

Geometry as XYZ:
```
20
Properties=species:S:1:pos:R:3:nbo_charge:R:1
C -1.049 -0.415 0.948 0.391
C -1.154 0.399 -1.326 -0.433
C -1.242 1.918 0.720 -0.401
C 2.727 -1.038 -0.570 0.201
N 2.053 -1.965 -0.326 0.250
N -1.160 0.578 0.106 -0.324
N -1.021 -1.732 0.595 -0.740
N 3.093 0.322 -0.348 0.505
O 2.194 0.875 0.200 -0.345
O 1.408 -2.909 -0.040 -0.346
O 4.204 0.718 -0.603 -0.258
H -0.823 1.386 -1.824 0.255
H -0.628 -0.437 -1.643 0.217
H -2.213 0.231 -1.617 0.236
H -2.131 2.422 0.574 0.228
H -1.052 1.805 1.844 0.225
H -0.346 2.568 0.291 0.237
H -0.938 -0.141 2.042 0.244
H -0.874 -2.373 1.288 0.418
H -1.046 -2.211 -0.310 0.439
```

Output
- frontier orbital gap (eV) = 9.76
- LUMO level (Ha) = -0.162
- ΔE to the lowest compared entry with this formula, charge and spin (kJ/mol) = 772.1
- E_tot (eV) = -16382.8187
- 2S+1 = 1
- net charge = +1

=====

6.
C8H18I2NOP2RhS | wB97M-V/def2-TZVPD

Geometry as XYZ:
```
34
Properties=species:S:1:pos:R:3:nbo_charge:R:1
I -0.045 -1.517 -4.308 0.087
I -0.011 2.607 -1.841 0.325
Rh -0.010 0.400 -0.496 0.022
P -2.228 0.212 0.103 1.293
C -2.957 -0.063 -1.528 -0.967
C -2.633 -1.288 1.029 -0.986
H -3.702 -1.318 1.257 0.291
H -4.140 1.497 0.771 0.287
H -2.060 -1.438 1.953 0.300
H -2.776 1.795 1.859 0.284
H -2.609 -1.022 -1.914 0.262
H -2.352 -2.098 0.347 0.260
C -3.050 1.648 0.808 -0.984
H -4.034 -0.050 -1.410 0.281
H -2.703 2.521 0.251 0.264
H -2.613 0.721 -2.221 0.265
P 2.223 0.201 0.121 1.272
C 2.970 -0.073 -1.511 -0.961
C 3.060 1.637 0.835 -0.975
H 2.046 -1.458 1.968 0.298
H 3.704 -1.348 1.271 0.291
H 2.342 -2.114 0.354 0.259
C 2.631 -1.313 1.047 -0.977
H 2.770 1.781 1.885 0.282
H 4.151 1.478 0.808 0.287
H 4.049 -0.059 -1.382 0.282
H 2.625 0.718 -2.200 0.264
H 2.711 2.509 0.271 0.263
H 2.619 -1.035 -1.894 0.260
C -0.001 -1.273 -1.378 0.496
O 0.019 -2.440 -1.520 -0.421
S 0.011 1.441 1.585 0.107
C 0.005 -0.109 2.251 -0.056
N -0.012 -1.151 2.829 -0.255
```

Output
- frontier orbital gap (spin up / spin down) (eV) = 8.18 / 4.87
- LUMO level (spin up / spin down) (Ha) = -0.283 / -0.400
- ΔE to the lowest compared entry with this formula, charge and spin (kJ/mol) = 31.2
- E_tot (eV) = -60730.1170
- 2S+1 = 5
- net charge = +2

=====

7.
C2H7N4 | wB97M-V/def2-TZVPD

Geometry as XYZ:
```
13
Properties=species:S:1:pos:R:3:nbo_charge:R:1
C -1.957 0.304 0.760 -0.020
C -1.868 0.811 -0.406 -0.006
N -1.659 -0.717 -0.396 -0.670
N 0.782 -0.828 0.136 -0.474
N 1.102 0.374 0.074 0.131
N 2.313 0.717 0.131 -0.497
H -2.136 0.088 1.843 0.288
H -2.007 1.565 -1.150 0.267
H -0.342 -1.057 -0.295 0.432
H 1.569 -1.472 0.204 0.342
H -2.335 -1.315 -0.911 0.403
H 3.041 -0.109 0.063 0.381
H 2.462 1.656 -0.085 0.424
```

Output
- frontier orbital gap (eV) = 9.96
- LUMO level (Ha) = -0.136
- ΔE to the lowest compared entry with this formula, charge and spin (kJ/mol) = 614.7
- E_tot (eV) = -8135.8760
- 2S+1 = 1
- net charge = +1

=====

8.
C3H12O4 | wB97M-V/def2-TZVPD

Geometry as XYZ:
```
19
Properties=species:S:1:pos:R:3:nbo_charge:R:1
C 0.742 -0.420 2.736 -0.548
C 0.512 -0.649 1.447 0.339
C 1.498 -1.090 0.405 -0.672
O -0.647 -0.223 0.818 -0.733
H 1.745 -0.586 3.102 0.211
H -0.042 -0.048 3.378 0.203
H 2.038 -0.221 0.018 0.230
H 0.951 -1.544 -0.417 0.223
H 2.264 -1.726 0.843 0.228
H -1.209 0.163 1.512 0.503
O -0.313 0.681 -2.512 -0.953
H -1.201 0.327 -2.643 0.469
H -0.155 0.332 -1.603 0.490
O -2.533 1.128 2.659 -0.941
H -2.969 0.502 3.240 0.478
H -3.212 1.309 1.987 0.480
O 1.206 0.553 -5.097 -0.956
H 0.702 0.399 -4.272 0.490
H 0.623 1.115 -5.602 0.459
```

Output
- frontier orbital gap (eV) = 9.17
- SMILES = C=C(C)O.O.O.O
- LUMO level (Ha) = 0.010
- ΔE to the lowest compared entry with this formula, charge and spin (kJ/mol) = 59.5
- E_tot (eV) = -11495.1461
- 2S+1 = 1

=====

9.
C4H7ClO | wB97M-V/def2-TZVPD

Geometry as XYZ:
```
13
Properties=species:S:1:pos:R:3:nbo_charge:R:1
C -1.756 -0.396 -1.263 -0.336
C -0.630 -0.808 -0.592 -0.462
C 2.041 -0.088 0.381 -0.764
C 1.511 0.571 -0.811 0.687
O 1.801 1.487 -1.481 -0.338
Cl 2.944 2.842 -0.593 -0.397
H -1.892 -0.569 -2.354 0.190
H -2.645 0.105 -0.904 0.198
H 0.050 -1.380 -1.158 0.206
H 1.718 0.302 1.255 0.272
H 1.786 -1.119 0.415 0.249
H 3.057 0.190 0.412 0.283
H -0.717 -0.848 0.499 0.211
```

Output
- frontier orbital gap (spin up / spin down) (eV) = 8.07 / 7.60
- LUMO level (spin up / spin down) (Ha) = -0.020 / -0.025
- ΔE to the lowest compared entry with this formula, charge and spin (kJ/mol) = 498.2
- E_tot (eV) = -18826.3653
- 2S+1 = 1

=====

- Which value of ΔE to the lowest compared entry with this formula, charge and spin does entry 9 give?
  498.2 kJ/mol